[1]
Here is 2 unconnected molecules or ions with the total composition C3H11NOS from OMol25. Energies are from ωB97M-V/def2-TZVPD.

Results
HOMO energy in eV: -9.35
Lowest unoccupied orbital energy in eV: 0.611
Orbital gap in eV: 9.965
Structure (SMILES): C[C@H](N)CS.O

Positions of all 17 atoms, in Å:
C -0.16893 -0.74040 -1.48248
C -0.22444 -0.69701 0.04851
N -0.69913 0.62045 0.46205
C 1.12180 -1.10270 0.66585
S 0.95698 -2.15957 2.15036
H 0.33007 -1.63909 -1.81966
H -1.15764 -0.73539 -1.92310
H 0.46856 0.04805 -1.90381
H -0.95326 -1.45570 0.30611
H 0.11965 1.23429 0.42774
H -0.85392 0.61100 1.47447
H 1.69940 -0.21262 0.89588
H 1.69784 -1.74176 -0.00988
H 0.47447 -1.19896 2.94927
O -1.16429 3.27767 -0.98174
H -1.24180 2.32559 -0.79569
H -0.40536 3.56617 -0.46387

Atomic forces in eV per Å
C 0.823 0.131 -0.024
C 0.124 -0.423 -1.124
N 0.596 0.259 0.983
C -0.252 -0.513 0.121
S 0.093 0.382 -0.036
H -0.046 -0.522 0.043
H -0.153 0.319 -0.053
H -0.396 0.237 0.137
H -0.271 0.021 0.425
H -0.157 0.026 -0.371
H -0.451 -0.132 -0.244
H 0.271 -0.005 0.039
H -0.055 0.235 -0.020
H -0.033 -0.052 0.108
O 0.086 -0.236 -0.009
H -0.072 0.258 0.090
H -0.106 0.015 -0.065


[2]
Here is 2 unconnected molecules or ions with the total composition C3H11NOS from OMol25. Energies are from ωB97M-V/def2-TZVPD.

Results
HOMO energy in eV: -8.66
Lowest unoccupied orbital energy in eV: 0.543
Orbital gap in eV: 9.200
Structure (SMILES): CNCCS.O

Positions of all 17 atoms, in Å:
C 1.27882 1.57174 1.77044
N 0.69351 0.72819 0.76331
C -0.37329 -0.15007 1.20539
C -0.77879 -1.06555 0.07453
S -2.02573 -2.24624 0.67583
H 1.88717 0.98950 2.45942
H 0.55156 2.12269 2.37768
H 1.91924 2.32422 1.32584
H 0.49400 1.19404 -0.11180
H 0.04047 -0.77895 1.98800
H -1.26891 0.39134 1.54029
H -1.21028 -0.49738 -0.74714
H 0.09285 -1.54230 -0.36832
H -2.20457 -2.86769 -0.49406
O 0.66591 0.10086 -4.08311
H -0.13772 0.54196 -4.38039
H 0.37573 -0.81635 -3.99591

Atomic forces in eV per Å
C -0.176 0.293 0.245
N 0.126 -0.364 -0.374
C 0.363 0.224 -0.556
C -0.128 0.039 -0.652
S 0.165 -0.017 -0.033
H 0.082 -0.157 0.056
H -0.222 0.009 0.062
H 0.186 -0.001 -0.233
H -0.118 0.100 0.237
H -0.164 0.065 0.479
H 0.072 -0.049 0.366
H -0.219 0.237 0.044
H 0.095 -0.330 0.362
H -0.048 -0.054 -0.016
O -0.379 -0.234 -0.004
H 0.123 0.164 -0.019
H 0.242 0.074 0.036


[3]
Here is a molecular structure, C3H11NOS from OMol25. Energies are from ωB97M-V/def2-TZVPD.

Results
HOMO energy in eV: -8.84
Lowest unoccupied orbital energy in eV: 0.675
Orbital gap in eV: 9.516

Positions of all 17 atoms, in Å:
C -0.54576 -1.32987 0.16094
C -0.55278 -0.72527 -1.23264
S -1.83244 -1.50790 -2.26451
N 0.70804 -1.00140 0.87347
H -0.61928 -2.42180 0.12756
H -1.40986 -0.97340 0.71602
H 0.40616 -0.89028 -1.72862
H -0.68934 0.35281 -1.22179
H -1.77605 -0.66733 -3.31583
H 0.59794 -1.26680 1.84415
H 0.99184 0.31459 0.62994
H 1.51804 -1.45700 0.46242
C 0.61635 2.30961 1.01503
O 1.14930 1.33354 0.16921
H 0.95028 3.29829 0.67705
H -0.48567 2.35013 1.03152
H 0.97322 2.28209 2.05608

Atomic forces in eV per Å
C 0.243 -0.527 -0.277
C 0.361 0.135 -0.656
S -0.235 -0.098 0.039
N -0.630 -0.613 0.343
H -0.264 0.037 -0.297
H 0.114 0.160 0.226
H 0.054 -0.075 0.182
H -0.073 -0.047 0.263
H 0.097 -0.057 0.277
H 0.367 -0.076 0.017
H 0.257 2.553 -0.999
H -0.213 -0.214 0.141
C 0.231 0.740 -0.079
O -0.187 -1.278 0.957
H -0.114 -0.037 -0.165
H 0.050 -0.184 0.004
H -0.057 -0.420 0.024


[4]
Here is 2 unconnected molecules or ions with the total composition C3H11NOS from OMol25. Energies are from ωB97M-V/def2-TZVPD.

Results
HOMO energy in eV: -8.97
Lowest unoccupied orbital energy in eV: 0.557
Orbital gap in eV: 9.528
Structure (SMILES): NCCCS.O

Positions of all 17 atoms, in Å:
N 2.02280 -0.29030 0.23657
C 0.94142 -0.63314 -0.79921
C -0.32662 -0.73761 0.11291
C -1.66426 -0.71425 -0.58370
S -2.78907 -1.75358 0.45116
H 2.90020 -0.18354 -0.33666
H 1.87884 0.63394 0.61366
H 1.18977 -1.56966 -1.36771
H 0.83786 0.28327 -1.49019
H -0.07706 -0.07301 0.94150
H -0.20103 -1.82322 0.65871
H -2.02879 0.30949 -0.68243
H -1.75080 -1.14144 -1.61051
H -3.41084 -0.74187 1.12300
O 0.65040 2.88192 1.22113
H 1.51644 3.27536 0.99490
H 0.31072 2.27762 0.51687

Atomic forces in eV per Å
N 1.308 -1.032 -2.694
C -0.011 2.032 1.201
C 2.419 -3.867 -0.180
C -0.723 -0.026 0.351
S -0.801 0.925 -0.049
H -0.893 -0.237 1.046
H -0.378 0.233 0.073
H -0.187 1.034 0.616
H -0.011 -1.543 0.429
H -1.129 0.391 -0.074
H -0.297 2.574 -1.321
H -0.290 -0.108 0.127
H 0.730 0.115 0.827
H 0.288 -0.495 -0.296
O -0.076 -0.408 -0.397
H -0.844 -0.617 -0.304
H 0.894 1.031 0.643


[5]
Here is 2 unconnected molecules or ions with the total composition C3H11NOS from OMol25. Energies are from ωB97M-V/def2-TZVPD.

Results
Charge: +1
HOMO energy (spin up / spin down) in eV: -13.16 / -13.12
Lowest unoccupied orbital energy (spin up / spin down) in eV: -3.994 / -9.271
Orbital gap (spin up / spin down) in eV: 9.170 / 3.847
Spin multiplicity: 2
⟨S²⟩: 0.7532

Positions of all 17 atoms, in Å:
C -0.53391 1.34749 -0.01061
C 0.60880 0.34577 0.31127
C 1.47342 0.25721 -0.91945
S 2.73867 -1.02142 -0.68618
N -1.82228 1.15077 0.67848
H -0.04364 2.33106 0.23047
H -0.72487 1.41812 -1.05316
H 0.03930 -0.57986 0.66506
H 1.15343 0.78362 1.11287
H 0.82561 -0.14551 -1.67828
H 2.06417 1.18081 -1.23922
H 3.45909 -0.83390 -1.75748
H -1.56999 1.23004 1.67815
H -2.12871 0.23295 0.61672
H -1.23400 -2.13191 1.03161
H -2.24574 -3.24600 0.42345
O -2.05936 -2.31926 0.59631

Atomic forces in eV per Å
C 0.289 1.164 0.776
C -1.890 -0.229 0.320
C 1.192 -0.276 0.405
S -0.882 -0.139 1.086
N 2.591 2.345 1.497
H -1.177 -0.505 -0.005
H -0.178 -0.293 -1.144
H 1.514 0.737 -0.843
H 0.529 -0.106 0.953
H -0.036 0.008 -1.139
H -1.144 -0.978 0.327
H 0.745 0.271 -1.128
H -0.705 0.298 -0.433
H -0.867 -2.264 -0.742
H 0.253 -0.948 0.312
H 0.586 -0.044 0.364
O -0.820 0.958 -0.606


[6]
Here is 2 unconnected molecules or ions with the total composition C3H11NOS2 from OMol25. Energies are from ωB97M-V/def2-TZVPD.

Results
Charge: -1
HOMO energy (spin up / spin down) in eV: -0.84 / -3.74
Lowest unoccupied orbital energy (spin up / spin down) in eV: 3.799 / 3.611
Orbital gap (spin up / spin down) in eV: 4.635 / 7.346
Spin multiplicity: 2
⟨S²⟩: 0.7543

Positions of all 18 atoms, in Å:
N 1.84516 1.84541 1.13948
C 1.95761 0.77004 0.13279
C 1.03820 0.88492 -1.07621
S -0.73204 0.71691 -0.76222
S -0.66328 -1.50768 -0.03296
C -1.23684 -2.22855 -1.58852
H 2.04036 2.72921 0.67291
H 0.84216 1.89201 1.35092
H 3.00775 0.78390 -0.18120
H 1.86073 -0.16448 0.67764
H 1.05526 1.95322 -1.31932
H 1.42683 0.27660 -1.89493
H -0.82958 -1.70645 -2.45585
H -0.94239 -3.27983 -1.62604
H -2.32643 -2.25976 -1.66478
H -1.60531 0.59066 2.61184
H -0.84380 -0.57543 2.24200
O -0.77341 0.15444 2.87867

Atomic forces in eV per Å
N -0.758 -0.012 -0.401
C 0.755 0.081 0.659
C 0.080 0.829 0.540
S -0.385 1.491 -0.523
S 0.182 -1.835 0.579
C -0.283 -0.564 0.048
H 0.021 -0.030 0.007
H 0.277 -0.017 0.263
H -0.009 -0.010 -0.322
H -0.375 -0.258 -0.136
H 0.498 -0.113 -0.607
H -0.250 -0.039 -0.095
H 0.014 0.085 0.086
H 0.242 0.048 -0.063
H -0.027 0.341 0.004
H 0.590 0.226 0.359
H 0.553 -0.239 -0.018
O -1.124 0.018 -0.379


[7]
Here is 2 unconnected molecules or ions with the total composition C3H11NOS2 from OMol25. Energies are from ωB97M-V/def2-TZVPD.

Results
HOMO energy in eV: -8.78
Lowest unoccupied orbital energy in eV: 0.401
Orbital gap in eV: 9.185
Structure (SMILES): NCCCSS.O

Positions of all 18 atoms, in Å:
N 0.40188 0.95690 1.85238
C 0.82687 -0.40984 1.52508
C -0.09244 -1.09843 0.51024
C 0.13711 -0.53127 -0.89589
S -0.67309 -1.44980 -2.32246
S -2.71479 -1.91537 -2.12297
H 0.92036 1.24540 2.67911
H -0.53642 0.97293 2.27050
H 1.83561 -0.35715 1.08228
H 0.89419 -1.04840 2.41172
H 0.05993 -2.18558 0.63325
H -1.21046 -1.02771 0.65166
H -0.37754 0.44272 -0.91943
H 1.24279 -0.46038 -0.88180
H -2.56823 -2.92449 -1.26225
O 0.50577 3.10554 -2.03548
H 0.56074 2.66700 -1.18525
H 0.78771 4.01792 -1.99070

Atomic forces in eV per Å
N -0.301 0.284 0.845
C -0.711 -0.133 0.063
C -1.554 -0.610 -0.139
C -1.327 -0.020 1.062
S 0.939 -0.410 -0.215
S 1.009 0.808 0.588
H 0.501 0.228 -0.334
H 0.077 -0.408 -0.706
H -0.262 -0.009 0.199
H 0.044 -0.007 0.032
H 0.366 0.305 -0.635
H 1.057 0.348 0.711
H 0.824 -0.086 0.017
H -0.590 0.008 -1.623
H -0.077 -0.267 0.057
O -0.294 -0.488 -0.754
H 0.182 0.413 0.319
H 0.119 0.045 0.514


[8]
Here is 2 unconnected molecules or ions with the total composition C3H11NOS2 from OMol25. Energies are from ωB97M-V/def2-TZVPD.

Results
HOMO energy in eV: -8.81
Lowest unoccupied orbital energy in eV: 0.529
Orbital gap in eV: 9.339
Structure (SMILES): CSSCCN.O

Positions of all 18 atoms, in Å:
C 2.13772 0.59596 1.99886
S 0.68778 1.27744 1.03200
S 0.93385 0.35601 -0.76279
C 0.36927 -1.40221 -0.61982
C -0.88714 -1.83656 -1.39101
N -1.21771 -0.76900 -2.36747
H 1.92446 -0.43563 1.96568
H 2.03398 0.91077 3.03927
H 3.07096 1.11534 1.57698
H 1.25465 -2.06982 -0.85377
H 0.13739 -1.55013 0.44124
H -0.68794 -2.68031 -2.02240
H -1.73357 -1.92486 -0.76481
H -0.34215 -0.62810 -2.77135
H -1.54860 -0.02509 -1.74707
O -3.10315 0.10807 1.35282
H -2.92287 0.80313 0.73049
H -3.50221 0.72492 1.91984

Atomic forces in eV per Å
C 0.007 2.836 -0.660
S 0.305 -0.346 0.527
S 0.229 -0.294 -0.185
C 0.880 -1.156 1.364
C 0.796 1.955 -1.697
N -2.490 -1.388 1.432
H 0.911 -1.300 -0.262
H -0.161 0.153 -0.083
H -1.196 -1.657 0.510
H -0.918 0.906 0.170
H 0.410 0.056 0.016
H 0.001 -0.952 0.329
H -0.730 -0.657 0.765
H 1.231 1.496 -1.111
H 0.694 0.371 -1.095
O 0.492 -0.514 -0.908
H 0.864 -0.078 -1.593
H -1.327 0.570 2.481


Let's list max |F| in order: 0.023; 0.014; 0.054; 0.089; 0.074; 0.038; 0.034; 0.062 Eh/bohr.
Let's list relative energy (zero: lowest compared OMol25 entry of this formula, charge and spin) in order: 30.4; 70.1; 117.3; 136.3; 139.2; 14.0; 88.1; 130.8 kJ/mol.